# C44H25CeCl5F3N4O5S

A molecular structure, C44H25CeCl5F3N4O5S (ωB97M-V/def2-TZVPD, OMol25).

```
! RIJCOSX wB97M-V def2-TZVPD def2/J DEFGRID3
* xyz -1 1
Ce 15.0195 11.8563 10.5020
O 16.9131 11.5265 9.4105
C 17.5466 10.7689 8.5894
C 18.9300 10.6559 8.5246
C 19.5699 9.8652 7.5925
C 18.8067 9.1401 6.6191
C 17.4170 9.1514 6.6557
C 16.7618 9.9970 7.5563
C 15.3451 10.0932 7.4558
N 14.5148 10.6957 8.2920
N 13.2227 10.5394 8.0046
C 12.3651 11.1130 8.8264
O 12.7628 11.7457 9.8569
C 10.9406 10.8294 8.6357
C 9.9474 11.4916 9.4074
C 8.6280 11.1598 9.1676
C 8.2340 10.1816 8.2828
C 9.2095 9.5442 7.5248
C 10.5340 9.9541 7.6234
H 19.5612 11.1666 9.2946
H 20.6676 9.7062 7.6116
H 19.3305 8.5067 5.9199
H 16.8870 8.4371 6.0459
H 14.8066 9.4186 6.6958
H 10.2602 12.2501 10.0796
H 7.8270 11.6212 9.7805
H 7.1575 10.0668 8.0947
H 9.0282 8.7647 6.7658
H 11.2682 9.5356 6.9799
Cl 9.2911 14.2364 15.4435
C 10.6655 14.0655 14.4126
C 11.0620 15.0280 13.4947
Cl 10.3284 16.5624 13.4635
C 12.1724 14.7443 12.6746
Cl 12.6886 15.8281 11.5107
C 12.8740 13.5502 12.7689
O 13.9697 13.3677 12.1344
C 12.3061 12.4714 13.5773
Cl 12.9870 10.9378 13.3923
C 11.3089 12.7824 14.5008
Cl 10.8665 11.5964 15.6984
O 16.8139 14.5594 13.4575
S 17.0748 13.6798 12.3187
O 16.5831 12.2808 12.5488
N 16.3761 13.9677 10.9146
C 16.3780 15.1499 10.2022
C 17.0600 16.3570 10.5414
C 16.8961 17.5123 9.7942
C 15.9530 17.5939 8.8010
C 15.3014 16.4277 8.3030
C 14.5327 16.2502 7.1310
C 14.0622 14.9954 6.7660
C 14.0748 13.9973 7.7285
N 14.8365 14.0329 8.8296
C 15.4826 15.2120 9.0622
C 18.8715 13.6589 12.2848
C 19.5386 13.4567 11.0692
C 20.9389 13.5649 11.0496
C 21.6917 13.9923 12.1761
C 21.0345 14.1410 13.3727
C 19.6192 14.0053 13.4289
H 17.7022 16.2797 11.4053
H 17.5403 18.3368 10.0669
H 15.5726 18.5195 8.3311
H 14.4008 17.0625 6.4391
H 13.8131 14.7607 5.7858
H 13.6091 13.0152 7.6306
H 19.0347 13.2902 10.1294
H 21.4455 13.4185 10.0878
H 22.7649 14.1565 12.0207
H 21.6995 14.3074 14.2436
H 19.0561 14.2805 14.3539
F 20.2826 7.1734 15.6500
C 19.0638 6.6044 15.7404
F 19.3114 5.2359 15.3305
F 18.7681 6.5322 17.0194
C 18.0914 7.2787 14.9186
C 18.4887 7.6184 13.6362
C 17.6610 8.3853 12.8199
C 16.2649 8.4354 13.0442
C 15.8229 8.0557 14.3194
C 16.7496 7.4902 15.2148
C 15.3874 9.0052 12.0837
C 14.7674 9.5780 11.1397
H 19.5405 7.5169 13.3999
H 17.9682 8.9342 11.9487
H 14.7622 8.1858 14.6383
H 16.3201 7.1513 16.1421
*
```

Values from the calculation:
Energy relative to the best compared isomer or geometry (same formula, charge and spin) in kJ/mol: 61.3
Calculated total energy in Ha: -5760.9188

The computed Löwdin charges, all in e, follow: atom 1 (Ce): 1.22, atom 2 (O): -0.20, atom 3 (C): -0.30, atom 4 (C): -0.04, atom 5 (C): -0.08, atom 6 (C): -0.10, atom 7 (C): -0.06, atom 8 (C): -0.12, atom 9 (C): -0.04, atom 10 (N): -0.09, atom 11 (N): 0.04, atom 12 (C): -0.45, atom 13 (O): -0.15, atom 14 (C): -0.12, atom 15 (C): 0.01, atom 16 (C): -0.11, atom 17 (C): -0.11, atom 18 (C): -0.09, atom 19 (C): -0.03, atom 20 (H): 0.11, atom 21 (H): 0.11, atom 22 (H): 0.08, atom 23 (H): 0.10, atom 24 (H): 0.15, atom 25 (H): 0.11, atom 26 (H): 0.11, atom 27 (H): 0.10, atom 28 (H): 0.10, atom 29 (H): 0.09, atom 30 (Cl): 0.62, atom 31 (C): -0.71, atom 32 (C): -0.73, atom 33 (Cl): 0.68, atom 34 (C): -0.66, atom 35 (Cl): 0.78, atom 36 (C): -0.46, atom 37 (O): -0.23, atom 38 (C): -0.60, atom 39 (Cl): 0.83, atom 40 (C): -0.68, atom 41 (Cl): 0.63, atom 42 (O): -0.30, atom 43 (S): 0.67, atom 44 (O): -0.38, atom 45 (N): -0.20, atom 46 (C): -0.21, atom 47 (C): -0.01, atom 48 (C): -0.10, atom 49 (C): -0.06, atom 50 (C): -0.15, atom 51 (C): 0.00, atom 52 (C): -0.03, atom 53 (C): -0.08, atom 54 (N): 0.09, atom 55 (C): -0.14, atom 56 (C): -0.25, atom 57 (C): -0.06, atom 58 (C): -0.08, atom 59 (C): -0.10, atom 60 (C): -0.09, atom 61 (C): -0.04, atom 62 (H): 0.10, atom 63 (H): 0.10, atom 64 (H): 0.11, atom 65 (H): 0.11, atom 66 (H): 0.09, atom 67 (H): 0.10, atom 68 (H): 0.10, atom 69 (H): 0.10, atom 70 (H): 0.10, atom 71 (H): 0.11, atom 72 (H): 0.12, atom 73 (F): 0.13, atom 74 (C): -0.55, atom 75 (F): 0.04, atom 76 (F): 0.17, atom 77 (C): -0.16, atom 78 (C): 0.00, atom 79 (C): 0.02, atom 80 (C): -0.24, atom 81 (C): 0.00, atom 82 (C): -0.01, atom 83 (C): -0.12, atom 84 (C): -0.10, atom 85 (H): 0.12, atom 86 (H): 0.12, atom 87 (H): 0.13, atom 88 (H): 0.11